# 1
The following is a DFT calculation (ωB97M-V/def2-TZVPD) of a molecular structure, C24H69B3N3O2Sn2 in a non-equilibrium geometry.

Geometry as ORCA input:
```
! RIJCOSX wB97M-V def2-TZVPD def2/J DEFGRID3
* xyz 0 2
C -30.17 -16.85 20.84
H -24.78 -16.96 30.13
H -28.53 -14.40 25.18
H -28.49 -19.28 23.38
C -28.65 -12.21 23.31
H -23.98 -16.64 23.17
H -25.65 -19.14 29.40
H -29.49 -16.21 21.41
H -24.52 -16.58 19.75
C -24.27 -12.58 27.84
C -25.71 -17.12 22.15
Sn -31.61 -15.44 24.00
H -29.21 -17.74 23.81
H -21.09 -16.41 20.34
H -26.07 -17.26 26.73
H -24.02 -11.56 27.56
H -28.49 -20.09 30.46
C -23.90 -17.47 19.91
H -31.17 -14.41 26.67
H -31.35 -18.32 27.21
H -30.43 -11.18 25.62
H -20.26 -16.87 21.76
H -29.15 -16.05 25.17
H -29.62 -12.46 22.88
H -28.21 -15.36 23.82
H -31.15 -16.61 27.07
C -29.44 -17.49 19.63
C -25.60 -16.88 29.42
H -28.64 -16.78 19.39
H -28.30 -12.92 24.05
H -32.12 -18.54 20.18
H -30.83 -19.39 22.90
C -30.25 -10.58 24.72
H -30.21 -17.54 18.86
H -22.95 -17.36 19.39
C -25.67 -13.00 27.51
H -25.83 -18.06 22.70
C -22.14 -17.86 21.76
C -32.20 -18.00 21.12
H -31.53 -17.61 25.65
C -28.94 -19.40 29.74
H -28.20 -17.77 22.39
C -24.21 -16.70 22.10
O -26.45 -13.50 28.26
H -34.12 -18.81 21.35
H -30.83 -16.08 20.45
H -21.77 -18.71 21.17
C -28.91 -18.37 22.97
H -26.37 -11.81 25.76
H -23.71 -19.52 19.50
C -28.28 -19.31 28.33
C -26.09 -12.83 26.01
H -28.90 -19.15 27.46
B -31.21 -13.34 26.54
H -31.03 -10.89 24.03
H -24.73 -19.00 26.18
H -26.11 -17.27 21.15
C -26.63 -18.17 26.92
H -23.96 -15.69 21.79
H -26.32 -16.43 22.73
H -28.02 -12.06 22.43
C -25.63 -19.39 26.64
H -22.02 -18.02 22.83
H -32.79 -17.10 21.01
H -33.38 -18.49 22.89
C -28.88 -10.91 24.08
H -29.87 -19.92 29.50
H -24.01 -12.72 28.89
H -27.41 -15.69 25.40
H -26.24 -16.00 29.54
H -24.69 -18.72 18.33
H -26.99 -13.42 25.83
C -30.16 -18.86 22.22
H -28.96 -18.46 19.77
H -29.89 -17.63 26.45
H -21.63 -15.81 21.87
H -26.77 -18.38 30.36
H -32.64 -19.81 21.99
H -27.89 -20.29 28.09
H -31.36 -12.83 27.48
H -25.35 -13.27 25.33
B -28.32 -15.42 24.89
N -30.90 -17.75 21.71
H -30.39 -9.52 24.93
H -23.67 -13.21 27.19
B -30.96 -17.55 26.57
N -23.49 -17.67 21.35
H -25.44 -20.07 27.47
C -33.17 -18.87 21.89
C -21.27 -16.71 21.37
O -27.91 -10.18 24.42
C -26.28 -18.25 29.40
H -30.28 -13.03 26.09
H -26.11 -20.17 26.04
H -24.92 -16.90 28.57
N -27.26 -18.22 28.27
H -32.03 -13.08 25.89
H -29.34 -18.47 30.12
H -27.40 -18.14 26.15
H -25.39 -19.17 19.91
Sn -28.92 -15.23 27.96
C -24.51 -18.78 19.40
H -29.86 -19.45 21.35
*
```

Results
LUMO level (alpha / beta): -1.96 / -1.95 eV
strongest force on any atom: 0.0945 hartree/bohr
DFT total energy: -48249.287 eV
⟨S²⟩: 0.753
orbital gap (alpha / beta): 4.606 / 5.999 eV

# 2
The following is a DFT calculation (ωB97M-V/def2-TZVPD) of 3 unconnected molecules or ions with the total composition C3H12N2O3 in a non-equilibrium geometry.

Geometry as ORCA input:
```
! RIJCOSX wB97M-V def2-TZVPD def2/J DEFGRID3
* xyz 0 1
O -1.21 -1.82 -1.63
H 1.91 0.32 1.63
O -0.23 1.63 2.22
N 1.48 -0.26 -0.29
H -1.96 -2.01 -2.19
H 0.47 2.18 0.46
H 0.68 -0.21 -0.99
C 0.30 -1.12 1.53
H -1.16 1.14 -0.71
H -0.11 -0.85 2.51
N -1.22 1.09 0.31
H -1.94 1.77 0.59
C -0.07 1.38 1.02
O -0.19 0.43 -2.26
H 0.91 -1.99 1.63
H -0.53 -1.32 0.88
H -0.80 -0.95 -1.99
H 0.25 0.25 -3.09
H 2.32 0.26 -0.62
C 1.09 0.07 0.96
*
```

Results
LUMO level: -3.28 eV
strongest force on any atom: 0.1070 hartree/bohr
DFT total energy: -12423.584 eV
energy above the lowest of the compared OMol25 structures with the same formula, charge and spin: 5.766 eV
orbital gap: 5.839 eV

# 3
The following is a DFT calculation (ωB97M-V/def2-TZVPD) of a molecular structure, C10H8CoF16I2O2 in a non-equilibrium geometry.

Geometry as ORCA input:
```
! RIJCOSX wB97M-V def2-TZVPD def2/J DEFGRID3
* xyz 0 4
C 9.14 10.07 5.46
C 8.96 8.53 5.22
O 16.15 7.44 6.10
F 7.29 4.43 4.95
C 17.47 5.73 6.79
C 14.38 8.64 5.12
F 8.95 4.33 7.05
C 17.43 7.24 6.41
I 12.11 4.97 8.11
H 6.69 6.19 5.62
H 16.47 9.01 4.81
H 8.81 10.64 4.62
H 15.87 9.53 6.46
F 8.07 6.07 8.03
F 8.41 10.42 6.57
F 17.79 8.06 7.42
F 10.45 10.38 5.70
C 9.35 7.62 6.39
F 18.74 5.35 7.03
C 15.83 8.75 5.63
F 6.24 4.55 6.86
F 7.64 8.36 4.87
F 14.39 7.99 3.91
F 18.35 7.51 5.48
F 12.27 7.64 5.38
Co 11.13 5.30 5.87
F 13.12 8.58 7.11
I 10.81 4.36 3.61
H 8.71 7.91 7.25
F 13.86 9.82 4.93
H 10.36 7.81 6.63
O 9.23 6.27 6.04
F 17.03 4.97 5.75
F 9.68 8.20 4.14
H 16.94 5.48 7.71
C 13.44 7.86 6.04
C 7.06 5.21 6.02
H 13.83 6.89 6.33
C 8.34 5.49 6.82
*
```

Results
LUMO level (alpha / beta): 0.35 / -1.39 eV
strongest force on any atom: 0.0509 hartree/bohr
DFT total energy: -111904.137 eV
⟨S²⟩: 3.760
orbital gap (alpha / beta): 9.605 / 7.900 eV

# 4
The following is a DFT calculation (ωB97M-V/def2-TZVPD) of 2 unconnected molecules or ions with the total composition C5H10BrN3 in a non-equilibrium geometry.

Geometry as ORCA input:
```
! RIJCOSX wB97M-V def2-TZVPD def2/J DEFGRID3
* xyz 2 1
C -0.53 1.41 0.80
C -0.43 0.73 4.00
N -1.44 0.47 1.08
H 1.04 -3.04 -9.54
H 2.47 -3.94 -8.95
Br 1.27 0.55 3.26
C -1.96 0.12 2.19
H 0.60 1.12 5.77
H 1.82 -2.39 -8.01
C -1.66 0.63 3.52
H 2.71 -2.40 -9.40
H -0.77 2.37 5.43
N 1.98 -2.96 -8.95
H -1.08 0.93 6.04
C 0.40 2.16 0.57
H -2.46 0.77 4.21
N -0.40 1.31 5.39
H 1.14 2.79 0.30
H -2.69 -0.62 2.28
*
```

Results
LUMO level: -6.01 eV
strongest force on any atom: 0.0746 hartree/bohr
DFT total energy: -79839.857 eV
energy above the lowest of the compared OMol25 structures with the same formula, charge and spin: 1.446 eV
orbital gap: 7.846 eV

- Which of these has the lowest DFT total energy?
  C10H8CoF16I2O2

- Among the records above, which one has the highest DFT total energy?
  C3H12N2O3

- The highest strongest force on any atom belongs to which entry?
  C3H12N2O3